Density functional theory data (the ωB97M-V functional and the def2-TZVPD basis) for a cluster of 2 separate species, C2H3NO3 in total in a non-equilibrium geometry.

Computed properties:
E_tot (eV): -9748.76020
Frontier orbital gap (eV): 9.39
Largest force on an atom (eV/Å): 5.8

Geometry as ORCA input:
```
! wB97M-V def2-TZVPD RIJCOSX def2/J DEFGRID3
* xyz 0 1
C 0.240 -1.200 -0.311
C -0.785 -0.272 0.172
N 0.292 1.574 0.287
O 0.396 2.039 1.390
O 0.713 1.809 -0.820
O -0.624 -0.438 -1.151
H 1.303 -0.841 -0.221
H -0.001 -2.252 -0.198
H -1.534 -0.419 0.853
*
```

Mulliken population analysis, charges in e, atoms 1 to 5: -0.3051, 0.0005, 0.5420, -0.4756, -0.4045



Density functional theory data (the ωB97M-V functional and the def2-TZVPD basis) for a cluster of 14 separate species, C56H92N2O14 in total in a non-equilibrium geometry.

Computed properties:
E_tot (eV): -91203.38686
Frontier orbital gap (eV): 5.30
Largest force on an atom (eV/Å): 7.2

Geometry as ORCA input:
```
! wB97M-V def2-TZVPD RIJCOSX def2/J DEFGRID3
* xyz 0 1
C 4.472 3.618 -0.802
C 5.383 2.355 -0.817
C 5.456 1.762 0.686
O 6.300 0.613 0.738
C 6.634 -0.115 1.883
N 4.805 1.351 -1.775
H 5.524 0.789 -2.206
H 4.035 0.869 -1.333
H 4.390 1.820 -2.568
H 4.544 4.097 -1.778
H 4.778 4.277 0.010
H 3.423 3.383 -0.625
H 6.418 2.472 -1.138
H 4.501 1.462 1.117
H 5.851 2.484 1.402
H 5.814 -0.401 2.542
H 7.378 0.369 2.516
H 7.095 -1.064 1.613
C -0.077 2.808 -0.322
C -0.020 1.314 -0.343
C -1.303 0.642 0.199
O -1.008 -0.770 0.233
C -1.934 -1.543 0.976
N 0.170 0.864 -1.845
H 1.046 1.200 -2.217
H 0.165 -0.145 -1.885
H -0.665 1.169 -2.326
H -0.273 3.075 0.716
H -0.879 3.276 -0.892
H 0.891 3.185 -0.654
H 0.829 0.911 0.209
H -2.157 0.823 -0.453
H -1.351 0.860 1.265
H -2.996 -1.399 0.775
H -1.908 -1.451 2.062
H -1.681 -2.585 0.783
C 4.261 1.685 -6.318
C 3.238 1.162 -6.999
C 1.802 1.189 -6.567
O 0.760 0.877 -7.246
C 1.520 1.625 -5.339
C 2.552 2.099 -4.413
C 4.027 2.288 -5.011
O 4.904 2.755 -4.327
O 2.395 2.177 -3.207
O 3.631 0.559 -8.099
H 5.299 1.616 -6.606
H 0.492 1.675 -5.013
C -3.875 -4.023 -1.324
C -2.609 -3.621 -1.772
C -1.587 -4.460 -1.544
C -1.784 -5.716 -0.946
C -3.022 -6.100 -0.486
C -4.084 -5.195 -0.609
H -4.700 -3.342 -1.469
H -2.462 -2.664 -2.251
H -0.594 -4.129 -1.813
H -0.952 -6.402 -1.010
H -3.075 -7.074 -0.021
H -5.060 -5.393 -0.192
C -4.617 -4.419 2.944
C -3.495 -3.857 3.594
C -3.000 -4.550 4.701
C -3.687 -5.659 5.217
C -4.727 -6.205 4.485
C -5.242 -5.563 3.392
H -5.050 -3.849 2.136
H -3.061 -2.923 3.269
H -2.218 -4.044 5.249
H -3.318 -6.132 6.115
H -5.213 -7.061 4.930
H -6.011 -6.114 2.870
C -0.170 -5.398 2.327
C 0.558 -6.464 1.864
C 1.808 -6.845 2.465
C 2.282 -6.041 3.484
C 1.635 -4.934 3.918
C 0.362 -4.638 3.424
H -1.134 -5.119 1.926
H 0.179 -7.050 1.040
H 2.433 -7.645 2.096
H 3.210 -6.357 3.936
H 2.073 -4.448 4.777
H -0.268 -3.831 3.770
C -5.401 1.097 1.349
C -5.288 -0.014 2.422
O -4.128 -0.288 2.853
C -6.515 -0.692 2.906
H -6.141 0.955 0.561
H -4.424 1.288 0.905
H -5.528 2.045 1.871
H -7.285 -0.563 2.146
H -6.857 -0.278 3.855
H -6.408 -1.765 3.061
C 3.217 6.480 1.676
C 1.952 5.642 1.997
O 1.948 4.445 1.986
C 0.591 6.322 2.141
H 2.945 7.142 0.854
H 4.065 5.812 1.519
H 3.497 7.104 2.525
H 0.698 7.239 2.720
H -0.017 5.587 2.669
H 0.021 6.527 1.235
C -2.568 3.520 3.528
C -1.139 3.433 4.026
O -0.344 2.835 3.357
C -0.759 4.168 5.249
H -3.355 3.641 4.272
H -2.824 2.683 2.879
H -2.667 4.388 2.877
H -0.961 5.230 5.114
H 0.291 3.929 5.419
H -1.454 3.886 6.040
C -0.518 -2.337 -5.610
C 0.388 -1.928 -4.530
O -0.022 -1.340 -3.528
C 1.887 -2.345 -4.656
H -1.509 -2.108 -5.217
H -0.430 -3.376 -5.928
H -0.338 -1.713 -6.485
H 2.282 -1.891 -5.564
H 1.980 -3.429 -4.728
H 2.479 -1.915 -3.848
C 1.626 6.073 -4.103
C 0.591 5.525 -3.075
O 0.672 5.882 -1.904
C -0.399 4.457 -3.521
H 1.190 6.592 -4.957
H 2.283 5.299 -4.498
H 2.335 6.794 -3.696
H -1.053 4.175 -2.696
H 0.176 3.616 -3.908
H -0.985 4.851 -4.351
C -3.285 0.321 -4.813
C -2.566 1.617 -4.459
O -2.046 1.774 -3.376
C -2.544 2.652 -5.587
H -2.956 -0.448 -4.113
H -2.920 -0.109 -5.745
H -4.354 0.499 -4.698
H -2.657 3.668 -5.208
H -3.307 2.554 -6.359
H -1.516 2.562 -5.938
C 1.758 -2.730 -0.787
C 2.475 -1.608 -0.058
O 2.983 -0.695 -0.704
C 2.560 -1.551 1.492
H 2.001 -2.804 -1.847
H 0.677 -2.623 -0.689
H 2.115 -3.686 -0.405
H 2.210 -2.526 1.828
H 1.972 -0.723 1.887
H 3.601 -1.604 1.812
C 1.141 0.331 5.696
C 0.251 -0.653 4.994
O 0.782 -1.645 4.397
C -1.274 -0.478 5.116
H 0.605 0.647 6.591
H 1.347 1.249 5.145
H 2.130 -0.100 5.851
H -1.947 -1.216 4.680
H -1.620 0.515 4.828
H -1.475 -0.683 6.167
*
```

Mulliken population analysis, charges in e, atoms 1 to 5: -0.7976, 0.1896, -0.6412, -0.3266, -0.8256



Density functional theory data (the ωB97M-V functional and the def2-TZVPD basis) for the molecule C5H6.

Computed properties:
E_tot (eV): -5276.79543
Frontier orbital gap (eV): 10.31
Largest force on an atom (eV/Å): 0.9

Geometry as ORCA input:
```
! wB97M-V def2-TZVPD RIJCOSX def2/J DEFGRID3
* xyz 0 1
C -0.354 -1.626 0.216
C -1.414 -1.371 -0.439
C -0.229 -0.210 -0.632
C -0.401 1.176 -0.067
C 0.747 0.408 0.441
H 0.446 -2.100 0.753
H 0.176 -0.237 -1.643
H -0.178 1.982 -0.757
H -1.245 1.344 0.593
H 1.748 0.553 0.059
H 0.703 0.079 1.477
*
```

Mulliken population analysis, charges in e, atoms 1 to 5: 0.1095, -0.9809, 0.1729, -0.4925, -0.7142



Density functional theory data (the ωB97M-V functional and the def2-TZVPD basis) for a structure of composition C22H40N9OScSi2.

Computed properties:
E_tot (eV): -75384.88029
Frontier orbital gap (eV): 6.96
Largest force on an atom (eV/Å): 0.7

Geometry as ORCA input:
```
! wB97M-V def2-TZVPD RIJCOSX def2/J DEFGRID3
* xyz 0 1
Sc 0.007 -0.211 0.357
N 0.904 1.543 1.694
C 1.566 1.110 2.938
C 0.789 -0.045 3.566
N 0.546 -1.101 2.577
C -0.422 -2.107 3.028
C -1.833 -1.651 2.684
N -1.919 -1.399 1.242
H 0.102 2.130 1.886
H 1.541 2.094 1.129
H 2.574 0.776 2.691
H 1.655 1.923 3.665
H 1.322 -0.422 4.446
H -0.180 0.316 3.912
H 1.428 -1.545 2.339
H -0.207 -3.040 2.506
H -0.340 -2.302 4.104
H -2.555 -2.396 3.029
H -2.064 -0.716 3.201
H -2.016 -2.270 0.732
H -2.715 -0.810 1.019
C 1.865 0.572 -4.232
Si 1.139 -0.606 -2.933
C 2.663 -1.563 -2.381
C 0.039 -1.901 -3.715
N 0.287 0.296 -1.676
C -0.936 0.875 -2.129
C -1.257 1.051 -3.476
C -2.506 1.482 -3.906
C -3.487 1.744 -2.972
C -3.179 1.627 -1.624
C -1.907 1.269 -1.163
N -1.550 1.269 0.205
Si -2.580 2.211 1.226
C -4.171 1.316 1.717
C -2.978 3.901 0.506
C -1.826 2.607 2.916
H 2.889 0.277 -4.473
H 1.889 1.602 -3.865
H 1.307 0.587 -5.169
H 2.824 -2.320 -3.153
H 2.597 -2.086 -1.432
H 3.560 -0.940 -2.374
H 0.518 -2.294 -4.615
H -0.956 -1.546 -3.981
H -0.071 -2.731 -3.013
H -0.522 0.827 -4.230
H -2.701 1.588 -4.965
H -4.483 2.039 -3.275
H -3.956 1.844 -0.906
H -4.693 0.861 0.875
H -4.866 2.008 2.199
H -3.964 0.526 2.446
H -3.939 3.943 -0.005
H -2.214 4.184 -0.221
H -2.988 4.651 1.300
H -1.522 1.744 3.511
H -2.638 3.089 3.468
H -1.006 3.330 2.896
N 0.337 -2.422 -0.072
C 1.025 -3.358 -0.026
C 1.923 -4.401 0.110
C 3.270 -4.008 0.318
N 4.341 -3.620 0.511
C 1.513 -5.753 0.041
N 1.180 -6.855 -0.013
C 4.598 -0.118 0.364
C 3.181 0.226 0.018
N 2.947 1.275 -0.776
O 2.265 -0.462 0.509
H 5.306 0.648 0.052
H 4.839 -1.066 -0.123
H 4.677 -0.299 1.434
H 3.723 1.702 -1.253
H 2.010 1.301 -1.221
*
```

Mulliken population analysis, charges in e, atoms 1 to 5: -1.0913, -0.0386, -0.4901, -0.6507, 0.2510